Entry 1:
C50H43Cl3N4OP2PbS2 as an isolated structure. Source: the OMol25 dataset; level of theory: ωB97M-V with the def2-TZVPD basis set.

Structure (ORCA input):
```
! RIJCOSX wB97M-V def2-TZVPD def2/J DEFGRID3
* xyz 2 1
Pb -1.64904 -1.05205 1.07988
Cl -5.68112 2.24575 3.59683
Cl -6.59886 -0.25745 2.49543
Cl -6.99659 2.20791 1.03227
S -1.14438 -0.60503 3.67799
S 1.24545 -0.93289 5.13434
P -1.74762 -0.93131 -1.86449
P -0.33455 1.49684 0.58873
O -2.00140 -3.40778 0.38407
N -0.66382 1.74366 -2.19166
N 1.09699 -1.92644 2.69698
N -3.61369 1.00242 0.95473
N 0.40290 -2.32762 1.55791
C 2.92835 -0.38201 4.63211
C 0.22545 -4.08706 -0.12530
C 2.84587 2.69332 -4.39200
C -4.63209 1.14316 1.46521
C 1.46208 1.57947 0.36568
C -4.35871 -1.83400 -1.34330
C 3.64718 3.29257 4.01368
C 3.41367 1.93599 3.79557
C -1.84003 -5.15355 -1.12339
C -1.14103 -2.94279 -3.78094
C 3.50288 0.47959 -0.32311
C -3.93485 -1.10354 -3.59538
C -0.67062 -2.01894 -2.84654
C -1.23898 -4.16555 -0.23844
C -1.19007 4.46977 4.00475
C 0.53626 2.04450 -2.91541
C -6.13527 -1.84819 -2.96433
C -0.12826 3.57516 4.08983
C 2.14044 2.79623 0.41428
C 1.25128 3.20803 -2.65220
C 0.12107 2.69747 3.04436
C 2.15346 0.42141 0.01400
C 2.32883 -3.83816 1.29990
C 3.65112 3.80141 5.30299
C -5.94824 1.33683 2.13166
C 3.20244 1.59843 6.16371
C 0.98474 1.22340 -3.94283
C -0.23869 -3.69481 -4.52808
C 0.46860 -1.25511 3.59605
C 0.94634 -4.91587 -0.94585
C 0.70988 -1.90812 -2.62960
C 0.33591 -5.82809 -1.82212
C -5.68709 -2.08565 -1.67346
C 3.19023 1.08244 4.86789
C 3.43064 2.94913 6.38174
C 0.94873 -3.32565 0.93754
C 2.12390 1.54857 -4.67575
C 1.12995 -3.54484 -4.33664
C -1.07107 -5.96446 -1.88531
C 4.16292 1.69858 -0.30088
C -0.68723 2.70164 1.90347
C -0.97222 2.37017 -0.93305
C 3.48293 2.85365 0.07484
C -3.46614 -1.34244 -2.29880
C 2.39469 3.52010 -3.37555
C -5.25817 -1.35613 -3.92446
C -1.99115 4.49253 2.86996
C -1.61715 0.78974 -2.67271
C 1.60498 -2.65301 -3.37954
C -1.74417 3.61129 1.82263
H -0.61048 -4.39613 -5.26912
H -5.60680 -1.16622 -4.93329
H -1.38515 5.16048 4.81705
H -7.16954 -2.04741 -3.22657
H -4.02558 -2.04769 -0.33640
H 4.00435 3.80387 0.09714
H 3.42823 1.53799 2.78371
H 3.45041 3.33718 7.39506
H 3.83436 4.85777 5.47260
H 2.93025 4.43606 -3.14311
H 1.63113 -0.53223 -0.00075
H -2.63016 1.17216 -2.52521
H 3.72784 2.95179 -4.96689
H -0.56469 3.37405 -0.87255
H -1.51997 -6.69635 -2.54674
H 0.45157 0.32050 -4.19979
H -2.20597 -3.07459 -3.93677
H 2.44335 0.88636 -5.47639
H 1.08719 -1.19836 -1.89361
H -2.05452 2.44714 -0.82620
H -1.46958 0.61600 -3.73439
H 3.83224 3.94841 3.17220
H 2.31836 -4.92159 1.41480
H 4.03518 -0.42181 -0.60712
H -6.36879 -2.46855 -0.92042
H 0.96116 -6.45960 -2.44449
H 3.58519 -1.00115 5.24148
H 1.82841 -4.12079 -4.93737
H 0.92339 3.90174 -1.88862
H 3.02399 -3.59597 0.48739
H 0.51517 3.56366 4.96293
H 2.67300 -2.53284 -3.22650
H 2.02681 -4.87554 -0.92454
H 0.96836 2.02597 3.11059
H -2.37869 3.65257 0.94234
H 2.69513 -3.38680 2.20613
H -3.26818 -0.71630 -4.35746
H -2.92330 -5.18881 -1.14113
H 3.05103 -0.66431 3.58766
H -2.80500 5.20724 2.79285
H 3.04503 0.93498 7.01205
H 1.61604 3.70258 0.70267
H 5.21141 1.75192 -0.57306
*
```

Total energy ... -5277.33149 a.u.
Frontier orbital gap (alpha / beta) ... 0.14954 / 0.16717 hartree
Largest force on an atom ... 0.61 eV/Å
E_LUMO (alpha / beta) ... -8.042 / -7.580 eV

Here are the Löwdin charges for atoms 1 to 4, given in e:
1. Pb 1.036
2. Cl 0.673
3. Cl 0.652
4. Cl 0.670

---

Entry 2:
C50H43Cl5GeN3O3Rh as an isolated structure in a non-equilibrium geometry. Source: the OMol25 dataset; level of theory: ωB97M-V with the def2-TZVPD basis set.

Structure (ORCA input):
```
! RIJCOSX wB97M-V def2-TZVPD def2/J DEFGRID3
* xyz -1 6
Rh 7.17760 12.30068 16.43181
Ge 6.27136 14.60949 16.07296
Cl 6.85028 13.06774 19.91396
Cl 11.01745 16.55341 17.04931
Cl 9.97423 12.75497 20.81986
Cl 8.59916 15.46640 15.33123
Cl 11.93943 14.86980 19.56719
O 6.29345 9.42024 19.30200
O 6.48939 11.28830 14.98636
O 10.19233 12.76611 15.73276
N 8.53046 10.69568 16.90981
N 11.31140 10.94314 14.89950
N 5.86121 11.01451 17.64831
C 4.73720 16.14866 12.40711
C 10.50493 11.57500 15.67539
C 4.23784 18.21482 16.81717
C 8.77029 8.75967 18.31156
C 7.22977 10.96421 13.71972
C 4.00942 11.86157 19.71803
C 4.11721 15.04110 11.85228
C 4.48847 10.79780 17.48668
C 12.51787 13.65868 14.47507
C 9.45545 13.82149 19.54349
C 12.48065 11.09472 14.28982
C 5.50927 16.09274 17.03798
C 10.13134 8.61652 18.05190
C 15.26520 11.00088 14.09535
C 1.75813 8.82804 17.03125
C 4.64342 18.58016 18.11130
C 1.96070 12.30118 16.49883
C 8.05083 13.79541 17.56344
C 5.42846 14.86793 14.32569
C 9.85088 10.55106 16.59953
C 10.00429 15.32769 17.69213
C 4.91116 8.76063 16.04851
C 10.33312 14.70203 18.93668
C -0.02820 8.49021 15.39953
C 8.01589 9.84638 17.79783
C 6.23227 10.28650 12.76853
C -0.12290 9.73098 14.79801
C 3.95716 9.79754 16.61886
C 3.63702 11.71630 18.29869
C 8.17629 13.61457 18.94011
C 2.73685 12.54783 17.69337
C 13.18200 9.81006 14.04481
C 4.17674 13.79539 12.53096
C 5.52328 16.02841 13.57628
C 4.59410 16.99242 16.34810
C 13.23938 12.30509 14.32204
C 7.93949 12.12557 13.16633
C 1.66205 11.05008 15.97286
C 8.95364 14.80185 16.96139
C 0.69999 10.87135 14.95069
C 6.64225 10.08967 18.32336
C 14.56731 12.21275 14.11382
C 5.83567 16.42351 18.32146
C 14.59724 9.82466 14.06011
C 12.43019 8.50414 13.90577
C 2.52884 9.76732 16.19799
C 10.63870 9.50125 17.10246
C 5.48910 17.71242 18.81471
C 4.66147 13.83175 13.83438
C 0.68578 8.14572 16.58443
H 13.14616 14.50005 14.11987
H 6.03796 16.93783 13.93874
H 3.82809 15.16920 10.76988
H 0.50541 11.67312 14.24940
H 3.91484 12.86771 20.11766
H 4.11143 16.56216 15.50339
H 15.17712 13.13195 14.00351
H 11.37560 8.69720 13.83767
H 4.48446 13.01431 14.49297
H 4.28548 19.50495 18.51070
H 3.72869 18.88324 16.13079
H 4.30819 7.97610 15.54419
H 8.78173 11.74980 12.60735
H 1.46493 13.18058 16.09981
H 3.76925 12.86644 12.10525
H 2.55859 9.32457 15.20845
H -0.94821 9.76564 14.11046
H 4.70189 17.14944 12.00774
H 5.82004 18.04258 19.80741
H 12.36370 13.99787 15.50482
H 0.47354 7.13345 17.06760
H 8.22021 7.99116 18.86962
H 5.68544 9.21100 15.40255
H 11.58610 13.69734 13.88235
H 5.38822 9.77625 13.28755
H 2.58215 13.49621 18.14776
H 15.17805 8.85308 14.11336
H 11.74167 9.49661 16.94501
H 3.56000 11.25750 20.51112
H 12.50496 7.79476 14.75629
H 8.35323 12.69232 14.03239
H 5.80399 11.19073 12.24151
H 12.82542 7.95962 12.99817
H 6.69130 9.62061 12.00395
H 5.33714 8.09496 16.85491
H 7.28043 12.72991 12.57589
H 2.10952 8.70276 18.10119
H -0.71331 7.75375 15.01056
H 6.35124 15.73569 19.02726
H 16.39660 11.05294 14.13626
H 10.68266 7.82207 18.55422
H 7.93238 10.21187 14.06713
H 5.02073 11.48611 19.78595
*
```

Total energy ... -6809.15351 a.u.
Frontier orbital gap (alpha / beta) ... 0.12855 / 0.14971 hartree
Largest force on an atom ... 5.26 eV/Å
Relative energy (zero: lowest compared OMol25 entry of this formula, charge and spin) ... 8.2386 eV
E_LUMO (alpha / beta) ... 1.340 / 0.332 eV

Here are the Löwdin charges for atoms 1 to 4, given in e:
1. Rh 0.991
2. Ge 0.966
3. Cl 0.783
4. Cl 0.688